C33H67CoO25 | wB97M-V/def2-TZVPD

Structure (XYZ):
```
126
Properties=species:S:1:pos:R:3:lowdin_charge:R:1
Co -2.303 -2.749 1.918 0.9056
O 1.559 0.148 -4.012 -0.0388
O -0.210 -0.948 5.164 0.1007
O -1.269 5.197 -2.402 0.1354
O -1.389 -1.244 0.715 -0.2447
O 3.181 -0.780 -0.259 0.0071
O -1.578 -1.376 -3.374 0.0853
O -2.782 4.322 -0.968 -0.0341
O 1.977 -0.545 -6.185 0.0084
O 3.265 -3.482 5.256 0.0227
O -3.602 -0.443 -3.839 0.0412
O -5.117 0.491 1.305 0.0179
O 4.059 0.200 -2.111 0.1062
O -0.649 -3.031 5.448 0.0124
O 0.315 0.921 -5.745 0.1307
O 3.376 3.467 -0.568 0.0290
O 1.437 2.560 0.213 0.0749
O -3.470 5.505 -2.610 0.0246
O 1.881 -4.640 3.804 0.0686
O 3.400 2.382 1.269 0.0673
O -4.327 -1.607 1.767 0.0610
O -5.610 -1.130 0.015 0.0630
O -2.608 -1.690 -5.432 -0.0087
O 2.446 -2.379 3.618 -0.0007
O 5.225 -0.090 -0.146 0.0352
O -1.673 -1.861 3.779 0.0858
C -3.883 0.039 -2.539 -0.2184
C -6.561 -2.592 -1.546 -0.0553
C 0.798 0.961 -3.043 -0.0149
C 2.499 -3.609 4.187 -0.5208
C 2.100 -1.369 -0.932 -0.0342
C 1.755 -2.140 2.414 -0.0441
C 4.113 -0.119 -0.904 -0.5395
C -1.371 -2.263 -6.020 -0.0157
C 6.454 0.319 -0.678 -0.2357
C -4.904 6.151 -4.369 -0.0625
C 2.654 2.784 0.273 -0.6024
C 3.385 -4.481 6.295 -0.1518
C -3.377 1.422 -2.203 -0.0417
C -1.014 0.097 0.561 -0.1727
C -3.461 6.161 -3.902 -0.1852
C 2.332 -4.139 7.366 -0.0425
C -1.247 -4.278 5.189 -0.0464
C 3.885 0.892 3.021 -0.0674
C -5.694 -2.486 -0.371 -0.2290
C 1.207 0.233 -5.332 -0.5382
C -4.688 1.089 2.547 0.0063
C 2.830 1.591 2.319 -0.2390
C 2.423 -2.816 -5.372 -0.0615
C -2.501 -1.141 -4.148 -0.4962
C 3.007 4.197 -1.746 -0.0013
C -2.402 4.982 -2.079 -0.6262
C -1.879 3.727 -0.049 -0.0394
C 7.542 0.471 0.353 -0.0681
C 3.007 -1.399 -5.654 -0.1887
C -0.275 0.285 4.501 -0.2256
C -0.891 -1.940 4.674 -0.5696
C -4.967 -0.822 1.093 -0.5856
C 0.402 1.250 5.386 -0.0587
H -1.424 0.792 1.294 0.0746
H -2.336 -4.250 5.154 0.0938
H 2.224 0.796 1.885 0.0845
H 8.407 1.024 -0.014 0.0831
H 1.637 -2.856 -4.617 0.0610
H 6.364 1.299 -1.146 0.1282
H 1.930 4.281 -1.890 0.0915
H -4.869 6.187 -5.458 0.0846
H -0.231 1.470 6.246 0.0923
H 0.520 1.876 -3.567 0.0958
H 1.324 -4.016 6.970 0.0569
H -1.168 -4.901 6.080 0.1079
H -2.941 5.525 -4.618 0.1295
H -4.481 2.143 2.365 0.1025
H -0.990 4.339 0.105 0.0964
H -6.197 -2.031 -2.407 0.0847
H 7.961 -0.519 0.532 0.0766
H 7.300 0.975 1.289 0.0778
H 0.670 -2.138 2.513 0.0684
H -7.619 -2.404 -1.366 0.0964
H 0.471 2.220 4.894 0.0863
H -5.417 6.962 -3.852 0.0808
H 0.350 0.290 3.608 0.1136
H 3.466 -0.944 -4.776 0.1086
H 2.040 -2.735 1.546 0.1006
H -3.121 7.185 -3.743 0.1327
H 4.762 1.533 3.105 0.0941
H -3.828 2.194 -2.828 0.0926
H 1.385 -2.021 -0.431 0.0863
H 2.251 2.184 3.028 0.1272
H -1.141 0.359 -0.490 0.0714
H -6.596 -3.646 -1.823 0.0944
H -5.367 0.808 3.352 0.1085
H 2.583 -3.253 7.949 0.0824
H 0.041 0.194 0.817 0.0677
H -0.436 -2.241 -5.460 0.0591
H 3.271 5.255 -1.748 0.0944
H 2.094 -3.300 -6.291 0.0760
H -1.135 -1.899 -7.020 0.0982
H 6.888 -0.379 -1.394 0.1325
H 1.419 1.193 -2.178 0.0685
H -3.572 1.684 -1.163 0.0745
H 1.438 1.023 5.635 0.0929
H 3.518 3.742 -2.595 0.1013
H -1.626 2.714 -0.363 0.0603
H 3.599 0.553 4.017 0.0897
H 2.435 -1.959 -1.786 0.1116
H 1.421 -0.589 -1.276 0.0655
H -6.188 -3.022 0.440 0.1389
H 4.428 -4.418 6.605 0.1270
H -2.473 3.775 0.864 0.0927
H 1.998 -1.095 2.222 0.0666
H -5.309 5.210 -3.997 0.0803
H 3.761 -1.509 -6.433 0.1210
H -4.964 0.139 -2.637 0.1245
H -3.628 -0.665 -1.748 0.1129
H -1.265 0.622 4.194 0.1338
H -1.561 -3.328 -6.152 0.0882
H 3.229 -5.462 5.846 0.1200
H -4.679 -2.831 -0.568 0.1292
H -2.298 1.423 -2.354 0.0677
H 2.117 -4.956 8.055 0.0784
H -3.722 0.637 2.770 0.0718
H -0.187 0.572 -2.785 0.0582
H -0.858 -4.721 4.273 0.0946
H 4.297 0.105 2.389 0.0814
H 3.221 -3.446 -4.979 0.0709
```

Results
Net charge = +1
Spin multiplicity = 4
Gap between HOMO and LUMO (alpha / beta) = 7.78 / 6.81 eV

C33H67N5O8S5 | wB97M-V/def2-TZVPD

Structure (XYZ):
```
118
Properties=species:S:1:pos:R:3:lowdin_charge:R:1
S -3.095 -2.778 5.234 0.8080
S -6.427 -0.742 -2.604 0.8151
S -0.457 -0.952 -0.053 0.8333
S 2.433 1.166 -7.033 0.8822
S 2.024 -6.552 0.247 0.8307
O 1.587 -7.883 0.858 -0.5762
O -3.567 -3.899 6.146 -0.5698
O -7.568 -0.521 -3.589 -0.5821
O 4.057 -2.389 5.489 -0.1294
O -0.343 3.906 7.011 -0.1347
O 2.862 -3.731 -4.673 -0.1331
O -1.933 -0.648 -0.147 -0.5958
O 2.156 -0.190 -6.254 -0.6108
N -4.407 -7.356 -2.715 -0.0290
N 2.364 4.132 2.704 0.0126
N -2.408 6.662 4.286 -0.0085
N -1.391 5.875 -2.719 -0.0068
N 7.864 -0.629 -0.675 -0.0109
C -3.708 -5.706 -4.051 -0.0925
C -2.602 6.434 2.991 -0.1587
C -3.225 -5.482 -2.713 -0.1371
C -6.735 -2.346 -1.776 -0.2590
C 3.841 -6.443 0.092 -0.2760
C 2.029 5.075 1.758 -0.1232
C 4.034 4.220 1.228 -0.1518
C -3.483 -1.146 6.012 -0.2605
C 3.543 3.530 2.257 -0.1562
C -4.517 -6.887 -3.973 -0.1426
C 5.917 -0.974 -1.684 -0.1232
C -3.383 5.002 -3.126 -0.1058
C 3.464 2.166 -5.898 -0.2887
C 3.055 -1.883 6.341 -0.1708
C -1.358 4.536 -2.356 -0.1495
C -2.586 6.145 -3.233 -0.1680
C 1.785 -4.718 -4.854 -0.1350
C -2.157 7.976 4.527 -0.1406
C 6.841 -0.582 -2.666 -0.1189
C 0.199 -0.427 -1.722 -0.2550
C -4.287 -2.695 3.855 -0.2646
C 4.012 1.013 -8.092 -0.2472
C -6.759 0.376 -1.184 -0.2602
C 6.550 -0.892 -0.450 -0.1491
C 0.270 0.437 0.986 -0.2425
C 3.032 5.058 0.759 -0.1104
C -2.614 7.667 2.395 -0.1343
C -0.976 2.666 7.154 -0.1744
C -2.563 3.918 -2.650 -0.0898
C -2.417 8.675 3.354 -0.1001
C 1.930 -5.289 1.625 -0.2552
C 8.086 -0.396 -2.038 -0.1090
C -3.534 -6.557 -1.878 -0.0833
H 4.112 2.023 -8.489 0.0450
H -1.805 8.326 5.486 0.1055
H -3.542 -5.068 -4.906 0.0782
H 3.214 5.536 -0.191 0.0892
H 4.891 -1.208 -1.926 0.0868
H 0.960 -4.640 -4.146 0.0592
H 8.590 -0.739 0.018 0.1441
H -3.030 -1.008 6.994 0.0490
H -3.110 -6.951 -0.966 0.0946
H 1.889 3.975 3.582 0.1403
H -4.564 -1.196 6.144 0.0381
H -0.515 4.079 -1.857 0.0927
H 1.305 0.576 0.672 0.0366
H 0.965 -5.312 2.132 0.0456
H -2.236 9.736 3.258 0.0898
H -7.839 0.271 -1.082 0.0425
H -1.032 2.560 8.237 0.0821
H -6.339 0.045 -0.234 0.0467
H 3.975 2.804 2.929 0.1019
H 3.565 -1.620 7.268 0.0760
H 4.207 -5.449 -0.164 0.0530
H -0.456 1.882 6.603 0.0780
H 4.205 -6.607 1.107 0.0405
H -2.890 2.899 -2.505 0.0898
H 4.408 1.645 -5.739 0.0434
H -6.676 -3.242 -2.395 0.0533
H 0.425 0.081 2.004 0.0334
H 0.575 3.747 7.242 0.0726
H 2.475 -2.896 -4.948 0.0474
H 4.321 -7.158 -0.576 0.0515
H 4.600 -2.977 6.019 0.0734
H -0.640 6.547 -2.664 0.1492
H -2.662 5.480 2.488 0.1107
H 4.840 0.530 -7.573 0.0561
H 9.072 -0.217 -2.439 0.0961
H -2.758 7.885 1.347 0.0892
H 2.295 -2.661 6.410 0.0801
H -4.021 -1.995 3.062 0.0506
H -5.269 -2.427 4.245 0.0504
H -7.671 -2.202 -1.235 0.0459
H -1.994 2.789 6.785 0.0781
H -4.410 4.965 -3.459 0.0826
H -5.157 -7.387 -4.686 0.1023
H 1.996 -5.729 -4.508 0.0698
H -3.418 -0.314 5.311 0.0482
H -2.735 7.157 -3.580 0.1078
H 1.423 -4.662 -5.881 0.0778
H 6.136 -1.191 0.502 0.1017
H -0.026 0.567 -2.108 0.0517
H -2.531 -4.687 -2.482 0.0799
H 2.715 -5.371 2.376 0.0448
H -4.329 -3.675 3.381 0.0511
H -0.070 -1.208 -2.433 0.0389
H -0.286 1.359 0.813 0.0531
H 2.002 -4.242 1.331 0.0397
H 2.617 -0.926 6.058 0.0708
H 3.636 3.156 -6.321 0.0523
H 2.894 2.238 -4.972 0.0451
H -5.979 -2.513 -1.009 0.0433
H -6.561 1.438 -1.327 0.0491
H 6.584 -0.429 -3.704 0.0845
H 3.707 0.396 -8.937 0.0354
H 1.265 -0.450 -1.948 0.0401
H -4.815 -8.242 -2.454 0.1363
H -2.138 5.990 4.990 0.1456
H 1.221 5.787 1.841 0.0975
H 4.979 4.189 0.706 0.1022
```

Results
Gap between HOMO and LUMO = 7.72 eV

C33H67NO13S6 | wB97M-V/def2-TZVPD

Structure (XYZ):
```
120
Properties=species:S:1:pos:R:3:lowdin_charge:R:1
S 9.571 11.840 7.156 0.6586
S 3.427 17.277 1.142 0.6588
S 8.329 9.700 -2.586 0.6633
S 8.925 17.297 -1.366 0.6612
S 7.044 12.913 1.373 0.6961
S 9.555 17.152 3.822 0.6505
O 3.402 17.417 2.571 -0.3289
O 6.494 13.709 2.461 -0.3324
O 9.041 9.369 -3.774 -0.3129
O 7.385 5.323 0.956 -0.0159
O 10.066 15.989 4.489 -0.3256
O 10.210 17.699 2.690 -0.2982
O 6.214 12.175 0.436 -0.3384
O 7.885 16.317 -1.159 -0.3332
O 9.929 11.134 5.965 -0.3294
O 3.752 18.401 0.315 -0.3193
O 9.100 11.092 8.303 -0.3278
O 8.593 18.679 -1.203 -0.3015
O 8.917 9.667 -1.280 -0.3221
N 7.944 6.013 2.076 -0.0973
C 6.927 8.001 1.302 -0.0583
C 8.532 5.099 3.034 -0.5506
C 5.745 9.645 -2.115 -0.2249
C 7.105 7.141 2.499 -0.5355
C 3.486 14.956 -0.182 -0.2169
C 5.975 10.919 -2.955 -0.2134
C 10.910 12.933 7.633 -0.2213
C 8.918 14.421 7.392 -0.2080
C 9.697 13.061 0.885 -0.1754
C 9.785 16.975 -2.925 -0.2205
C 8.382 13.787 0.528 -0.2135
C 7.829 7.928 3.569 -0.1383
C 9.467 12.262 2.162 -0.2217
C 2.095 15.117 0.393 -0.2343
C 6.811 8.691 -2.614 -0.2135
C 7.481 4.293 3.790 -0.0200
C 5.717 6.730 2.978 -0.0269
C 8.390 13.153 6.748 -0.2160
C 7.876 19.012 4.665 -0.2113
C 4.374 15.808 0.696 -0.2368
C 9.218 18.412 5.062 -0.2304
C 10.608 15.769 -2.573 -0.2208
C 10.432 14.324 7.311 -0.2359
C 9.297 5.987 3.993 -0.1523
C 1.846 16.601 0.540 -0.2185
C 8.521 7.123 4.639 -0.1758
C 8.080 11.668 2.166 -0.2182
C 10.323 16.801 -0.348 -0.2254
C 7.415 11.263 -2.703 -0.2266
C 9.529 4.203 2.342 -0.0364
C 11.365 16.192 -1.270 -0.1992
C 7.829 16.905 3.361 -0.2167
C 7.007 17.813 4.260 -0.1969
H 4.602 15.301 1.646 0.0892
H 7.704 11.326 3.119 0.1040
H 7.946 3.404 4.225 0.0885
H 9.245 7.722 5.197 0.1145
H 5.793 9.791 -1.036 0.1018
H 5.683 6.239 3.949 0.0698
H 6.337 8.891 1.537 0.0931
H 8.561 14.373 8.424 0.1214
H 6.550 7.463 0.433 0.0750
H 9.999 12.447 0.042 0.1170
H 11.161 12.827 8.688 0.1073
H 6.716 17.199 5.112 0.1196
H 8.139 13.789 -0.525 0.0842
H 10.008 14.891 -2.322 0.1070
H 10.332 4.034 3.080 0.0858
H 7.861 11.944 -3.426 0.1070
H 5.746 10.662 -3.991 0.1198
H 11.345 15.489 -3.325 0.1171
H 11.748 12.533 7.064 0.1031
H 7.506 19.677 5.441 0.1167
H 10.410 13.824 1.199 0.1093
H 9.664 12.889 3.045 0.1135
H 9.190 3.197 2.102 0.0834
H 9.695 5.386 4.822 0.1279
H 7.887 5.710 0.229 0.0999
H 9.058 17.977 6.055 0.1041
H 5.262 11.683 -2.649 0.1163
H 7.420 12.804 7.080 0.1058
H 8.295 14.759 1.008 0.0746
H 7.523 11.695 -1.708 0.0685
H 3.845 13.935 -0.290 0.1094
H 7.874 8.399 0.898 0.0838
H 10.690 14.598 6.275 0.0929
H 2.049 14.625 1.373 0.1250
H 1.789 17.022 -0.470 0.1033
H 12.170 16.884 -1.526 0.1152
H 7.071 4.851 4.626 0.0637
H 5.395 16.038 0.380 0.0991
H 8.647 8.468 3.071 0.1222
H 9.034 16.839 -3.696 0.1090
H 5.197 6.087 2.266 0.0891
H 7.547 15.864 3.502 0.0849
H 7.862 6.777 5.445 0.1116
H 7.178 8.699 3.989 0.1259
H 11.018 15.123 7.777 0.1219
H 10.408 17.848 -3.110 0.1124
H 8.459 13.219 5.661 0.0947
H 6.696 4.020 3.088 0.0886
H 1.024 16.998 1.120 0.1042
H 1.326 14.642 -0.220 0.1170
H 10.121 19.014 5.151 0.1072
H 6.585 8.350 -3.617 0.1063
H 9.986 16.140 0.435 0.0693
H 4.722 9.334 -2.340 0.1188
H 8.535 15.269 6.839 0.0987
H 7.676 17.161 2.313 0.1063
H 10.220 11.494 2.362 0.1257
H 10.165 6.381 3.454 0.1281
H 6.152 18.222 3.724 0.1153
H 10.689 17.757 0.024 0.0996
H 8.049 19.681 3.811 0.1235
H 8.070 10.809 1.489 0.0866
H 11.865 15.312 -0.860 0.1116
H 5.119 7.642 3.110 0.0873
H 3.512 15.387 -1.194 0.1251
H 10.078 4.654 1.516 0.0885
H 6.978 7.883 -1.904 0.0876
```

Results
SMILES = CC1(C)CCCC(C)(C)N1O.O=S1(=O)CCCC1.O=S1(=O)CCCC1.O=S1(=O)CCCC1.O=S1(=O)CCCC1.O=S1(=O)CCCC1.O=S1(=O)CCCC1
Gap between HOMO and LUMO = 8.46 eV
Energy relative to the best compared isomer or geometry (same formula, charge and spin) = 0.0 kJ/mol

C33H67O25 | wB97M-V/def2-TZVPD

Structure (XYZ):
```
125
Properties=species:S:1:pos:R:3:lowdin_charge:R:1
O 29.369 -25.657 22.096 0.0463
O 33.075 -21.168 32.403 0.0077
O 29.713 -11.524 21.698 0.0505
O 30.595 -12.526 23.485 0.0852
O 38.470 -20.998 23.778 0.0235
O 28.346 -12.431 23.070 0.0045
O 34.287 -15.700 21.518 0.1113
O 35.052 -15.014 19.560 0.0509
O 33.285 -16.256 19.556 -0.0267
O 29.573 -26.028 24.206 0.0243
O 18.791 -17.843 31.244 0.0932
O 24.965 -25.695 33.397 0.0028
O 36.714 -20.141 25.099 0.0943
O 25.628 -23.707 33.152 0.0154
O 25.390 -21.221 17.580 -0.0019
O 18.080 -16.435 29.554 0.0087
O 28.812 -27.704 22.925 0.1282
O 29.959 -18.962 26.126 -0.5016
O 25.507 -21.397 19.712 0.0147
O 24.744 -19.370 18.780 0.0993
O 36.521 -21.716 23.448 -0.0264
O 33.301 -19.428 33.607 -0.0189
O 33.083 -19.113 31.327 0.1418
O 26.830 -25.317 32.049 0.1038
O 19.677 -17.732 29.141 0.0188
C 34.283 -15.692 20.295 -0.6214
C 32.770 -21.966 31.227 -0.2063
C 16.948 -15.928 30.126 -0.0798
C 26.603 -22.713 33.049 -0.2093
C 29.244 -26.593 23.050 -0.5988
C 25.868 -24.969 32.747 -0.5479
C 27.604 -22.728 34.274 -0.0491
C 35.119 -21.938 23.498 -0.0281
C 21.933 -17.624 30.004 -0.0572
C 36.120 -14.184 20.090 -0.1639
C 25.049 -27.109 33.355 -0.0452
C 33.902 -22.169 30.268 -0.0645
C 33.438 -18.037 33.874 -0.0669
C 36.155 -12.967 19.134 -0.0607
C 28.034 -13.442 23.976 -0.0467
C 29.343 -26.739 25.428 -0.0496
C 28.935 -19.858 26.441 -0.5063
C 25.300 -21.071 21.043 -0.2522
C 32.315 -17.056 20.192 -0.0488
C 18.862 -17.341 30.111 -0.5732
C 20.864 -18.536 29.374 -0.1732
C 29.011 -26.034 20.758 -0.2169
C 23.897 -21.227 21.634 -0.0527
C 37.219 -20.890 24.234 -0.5417
C 29.945 -25.254 19.841 -0.0749
C 33.133 -19.818 32.314 -0.5517
C 24.994 -20.769 16.354 -0.0854
C 25.141 -20.546 18.700 -0.5024
C 30.919 -11.002 21.230 -0.2270
C 30.505 -10.105 20.075 -0.0617
C 40.088 -20.133 25.406 -0.0692
C 39.446 -19.974 24.053 -0.2188
C 29.607 -12.145 22.811 -0.5994
H 31.478 -16.425 20.489 0.1009
H 17.177 -15.140 30.843 0.0989
H 21.972 -16.588 29.669 0.0836
H 27.965 -25.915 20.475 0.1249
H 33.432 -22.381 29.307 0.0878
H 37.085 -14.683 20.168 0.1230
H 23.433 -22.156 21.305 0.0769
H 32.820 -17.662 20.944 0.1024
H 30.991 -25.368 20.122 0.0795
H 26.037 -21.742 21.484 0.1282
H 39.074 -18.980 23.803 0.1260
H 34.647 -21.150 24.085 0.0970
H 29.723 -26.345 26.371 0.0922
H 29.787 -10.592 19.415 0.0822
H 22.941 -18.031 29.923 0.0771
H 36.135 -13.217 18.073 0.0770
H 34.947 -22.845 24.078 0.0945
H 16.323 -16.677 30.614 0.0998
H 28.188 -23.648 34.297 0.0685
H 30.081 -9.214 20.538 0.0780
H 30.016 -25.660 18.832 0.0710
H 34.361 -17.545 33.568 0.0943
H 32.467 -22.933 31.628 0.1142
H 31.801 -21.641 30.849 0.1312
H 25.646 -20.054 21.226 0.1279
H 25.920 -27.457 33.910 0.0948
H 40.652 -21.066 25.377 0.0780
H 29.647 -24.208 19.777 0.0770
H 28.271 -21.867 34.225 0.0703
H 28.744 -19.879 27.514 -0.0044
H 20.608 -19.431 29.942 0.1197
H 31.512 -10.596 22.050 0.1316
H 27.066 -22.635 35.217 0.0673
H 35.240 -12.450 19.425 0.0729
H 28.302 -26.967 25.658 0.0946
H 29.841 -27.706 25.491 0.0866
H 31.384 -9.934 19.454 0.0738
H 21.200 -18.976 28.436 0.1165
H 16.340 -15.490 29.335 0.0958
H 25.364 -21.409 15.553 0.0938
H 23.987 -21.325 22.716 0.0773
H 29.049 -20.915 26.199 0.0134
H 28.334 -14.390 23.529 0.1121
H 25.176 -27.504 32.347 0.0965
H 21.720 -17.646 31.073 0.0712
H 34.718 -21.923 22.484 0.0953
H 34.630 -22.957 30.463 0.0723
H 28.553 -13.293 24.923 0.0986
H 26.216 -21.695 33.004 0.1190
H 33.333 -17.932 34.954 0.0848
H 37.004 -12.346 19.418 0.0737
H 29.184 -27.071 20.472 0.1150
H 35.805 -13.790 21.057 0.1213
H 25.286 -19.733 16.181 0.1015
H 27.953 -19.420 26.261 0.0066
H 39.435 -20.099 26.277 0.0816
H 40.786 -19.302 25.505 0.0761
H 40.212 -20.048 23.281 0.1166
H 23.393 -20.285 21.416 0.0756
H 31.569 -11.751 20.777 0.1224
H 24.167 -27.501 33.862 0.0940
H 34.495 -21.257 30.201 0.0798
H 27.147 -22.869 32.117 0.1183
H 26.976 -13.380 24.229 0.0950
H 32.598 -17.430 33.535 0.0929
H 31.934 -17.755 19.448 0.0868
H 23.921 -20.919 16.240 0.0984
```

Results
Net charge = -1
Gap between HOMO and LUMO = 3.55 eV
Energy relative to the best compared isomer or geometry (same formula, charge and spin) = 402.5 kJ/mol

Record-wise energy values, in eV: -124111.71073 -113302.39788 -128423.01450 -86490.37903